C2H4NPS | ωB97M-V with the def2-TZVPD basis set

E_HOMO (alpha / beta)   -5.89 / -9.21 eV
Lowest unoccupied orbital energy (alpha / beta)   0.003 / -0.090 Eh
Frontier orbital gap (alpha / beta)   0.21941 / 0.24855 hartree
Spin multiplicity   3
Relative energy (zero: lowest compared OMol25 entry of this formula, charge and spin)   71.7 kJ/mol

Last column: Mulliken spin population.
Geometry (Å):
1 C 0.17 -0.42 -0.39  0.0891
2 C 1.42 0.23 0.13  -0.0034
3 N -1.06 -0.17 0.07  0.1177
4 P -2.49 -0.41 0.61  0.8053
5 S -3.59 0.99 -0.23  0.9826
6 H 0.28 -1.16 -1.26  -0.0009
7 H 1.40 1.20 0.64  -0.0011
8 H 2.26 0.16 -0.54  0.0055
9 H 1.60 -0.42 0.96  0.0052

C4H7ClN2S | ωB97M-V with the def2-TZVPD basis set

E_HOMO   -8.07 eV
Lowest unoccupied orbital energy   0.032 Eh
SMILES   CS/N=C\N/C=C\Cl
Frontier orbital gap   0.32810 hartree
Relative energy (zero: lowest compared OMol25 entry of this formula, charge and spin)   269.6 kJ/mol

Last column: Löwdin charge in e.
Geometry (Å):
1 C -3.34 -1.15 -0.01  -0.4301
2 S -1.52 -0.99 0.04  0.7393
3 N -1.34 0.64 0.47  -0.3156
4 C -0.15 1.14 0.03  -0.2621
5 N 0.92 0.28 -0.38  -0.0438
6 C 2.25 0.75 -0.22  -0.2638
7 C 3.40 0.18 0.14  -0.5898
8 Cl 3.47 -1.54 0.10  0.6051
9 H -3.78 -0.99 0.95  -0.0118
10 H -3.54 -2.23 -0.64  0.1074
11 H -3.66 -0.12 -0.65  0.0893
12 H 0.10 2.16 0.13  0.0977
13 H 0.67 -0.81 -0.39  0.0827
14 H 2.28 1.83 0.05  0.1152
15 H 4.25 0.85 0.38  0.0803

C5H14N2S | ωB97M-V with the def2-TZVPD basis set

E_HOMO (alpha / beta)   -12.98 / -12.97 eV
Lowest unoccupied orbital energy (alpha / beta)   -0.303 / -0.264 Eh
Net charge   +1
Frontier orbital gap (alpha / beta)   0.17391 / 0.21291 hartree
Spin multiplicity   2
Relative energy (zero: lowest compared OMol25 entry of this formula, charge and spin)   468.1 kJ/mol

Last column: Mulliken spin population.
Geometry (Å):
1 N -0.64 -2.45 1.09  -0.8238
2 C 0.14 -1.58 0.24  0.0000
3 C 0.16 -2.03 -1.21  -0.0683
4 S 0.19 -1.55 3.93  1.9786
5 C -0.36 -0.17 0.45  -0.0559
6 N 0.55 0.87 -0.13  0.0005
7 C -0.34 2.06 -0.37  -0.0014
8 C 0.42 3.26 -1.01  0.0000
9 H -0.74 -2.19 2.14  -0.0050
10 H 0.97 -1.79 -1.90  0.0067
11 H -0.22 -3.38 1.24  0.0166
12 H 1.21 -1.66 0.59  -0.0788
13 H 0.15 -3.12 -1.36  0.0007
14 H -0.67 -1.64 -1.79  -0.0049
15 H -0.58 -0.10 1.48  0.0299
16 H -1.38 -0.23 -0.16  0.0064
17 H 1.22 1.14 0.59  -0.0011
18 H -0.68 2.45 0.61  -0.0008
19 H -1.25 1.82 -0.88  0.0006
20 H 1.41 3.26 -0.54  -0.0001
21 H 0.70 2.93 -2.03  0.0000
22 H -0.27 4.12 -0.98  -0.0001

C9H56NO20 | ωB97M-V with the def2-TZVPD basis set

E_HOMO   -3.76 eV
Lowest unoccupied orbital energy   0.045 Eh
Net charge   -1
Frontier orbital gap   0.18321 hartree
Relative energy (zero: lowest compared OMol25 entry of this formula, charge and spin)   278.7 kJ/mol

Last column: Löwdin charge in e.
Geometry (Å):
1 C 2.23 1.38 -0.08  -0.0385
2 C 0.80 1.60 -0.58  -0.4599
3 C 0.87 1.23 -2.11  -0.1149
4 C 0.79 -0.32 -2.45  -0.1369
5 C -0.50 -0.72 -1.70  -0.1650
6 C -0.58 -0.49 -0.16  -0.4646
7 N -0.27 0.91 0.16  -0.1315
8 O -0.56 1.36 1.57  -0.2654
9 C 0.29 -1.55 0.53  -0.0251
10 C -2.07 -0.93 0.09  -0.0272
11 C 0.54 3.16 -0.59  -0.0337
12 H 2.94 1.99 -0.64  0.0556
13 H 2.56 0.35 -0.18  0.0691
14 H 2.29 1.60 0.98  0.0702
15 H 1.85 1.60 -2.41  0.0888
16 H 0.09 1.76 -2.67  0.0975
17 H 1.60 -0.90 -2.01  0.0957
18 H 0.69 -0.57 -3.50  0.0908
19 H -0.71 -1.79 -1.79  0.0937
20 H -1.27 -0.15 -2.21  0.0859
21 H 0.06 -2.60 0.38  0.0727
22 H 0.17 -1.52 1.61  0.0595
23 H 1.32 -1.34 0.25  0.0589
24 H -2.26 -1.92 -0.34  0.0717
25 H -2.70 -0.20 -0.42  0.0638
26 H -2.25 -0.97 1.17  0.0624
27 H -0.54 3.32 -0.58  0.0622
28 H 0.63 3.72 -1.52  0.0715
29 H 0.79 3.81 0.25  0.0549
30 O 3.47 5.21 -1.02  -0.0441
31 H 3.67 4.54 -0.37  0.0214
32 H 2.86 5.80 -0.58  0.0382
33 O -0.56 -5.41 0.37  -0.0509
34 H -0.49 -5.16 -0.55  -0.0271
35 H 0.33 -5.65 0.62  0.0401
36 O -1.50 -1.08 3.64  -0.0587
37 H -1.49 -0.35 3.03  0.0072
38 H -1.36 -1.85 3.09  -0.0370
39 O -0.16 -4.65 -2.28  -0.0382
40 H -0.41 -3.97 -2.91  0.0023
41 H 0.56 -5.12 -2.70  0.0633
42 O -3.30 -4.26 -1.86  -0.0382
43 H -2.37 -4.30 -2.08  -0.0134
44 H -3.73 -4.10 -2.69  0.0334
45 O -3.63 -0.03 -3.00  -0.0695
46 H -3.34 0.88 -3.03  -0.0257
47 H -2.96 -0.48 -2.49  -0.0194
48 O -5.03 -1.26 2.00  -0.0433
49 H -4.56 -1.22 1.17  0.0079
50 H -5.78 -1.83 1.83  0.0214
51 O 3.32 -2.23 2.43  -0.0626
52 H 2.67 -2.36 3.11  -0.0161
53 H 2.83 -1.90 1.68  -0.0049
54 O 3.16 3.74 -4.11  -0.0515
55 H 3.64 3.84 -3.29  0.0014
56 H 3.44 2.89 -4.45  0.0253
57 O -1.76 -3.58 2.30  -0.0384
58 H -2.25 -4.32 2.65  0.0614
59 H -1.87 -3.64 1.35  0.0234
60 O -1.91 4.52 3.14  -0.0672
61 H -1.48 4.93 2.39  0.0146
62 H -1.54 3.64 3.18  0.0093
63 O 1.21 0.28 4.19  -0.0459
64 H 0.64 0.34 3.42  0.0027
65 H 0.79 -0.38 4.74  0.0208
66 O -3.20 2.07 0.61  -0.0681
67 H -3.60 1.94 -0.25  -0.0056
68 H -2.28 1.85 0.49  -0.0318
69 O 5.88 1.80 -0.76  -0.0471
70 H 5.49 2.31 -1.46  0.0146
71 H 5.49 2.16 0.04  0.0277
72 O 0.91 -2.86 3.76  -0.0446
73 H 0.39 -3.54 3.35  0.0312
74 H 0.37 -2.56 4.50  0.0404
75 O 0.85 3.63 2.85  -0.0627
76 H 1.52 3.89 2.22  0.0091
77 H 0.44 2.86 2.47  -0.0258
78 O -2.88 2.49 -2.36  -0.0279
79 H -3.15 3.35 -2.68  0.0678
80 H -1.93 2.55 -2.26  0.0322
81 O -0.96 -2.90 -4.66  -0.0314
82 H -1.33 -3.56 -5.25  0.0481
83 H -0.07 -2.76 -4.99  0.0447
84 O 3.61 1.65 3.44  -0.0745
85 H 2.79 1.52 3.92  -0.0114
86 H 3.78 0.81 3.02  0.0113

C2Cl2S | ωB97M-V with the def2-TZVPD basis set

E_HOMO   -9.00 eV
Lowest unoccupied orbital energy   -0.080 Eh
SMILES   S=C=C(Cl)Cl
Frontier orbital gap   0.25039 hartree
Relative energy (zero: lowest compared OMol25 entry of this formula, charge and spin)   124.7 kJ/mol

Last column: Löwdin charge in e.
Geometry (Å):
1 S -0.91 -0.26 -2.33  0.8066
2 C -0.38 -0.27 -0.88  -0.7941
3 C 0.14 -0.11 0.36  -0.9151
4 Cl 0.33 1.58 0.71  0.5732
5 Cl 0.83 -0.94 2.14  0.3294

C14H29N2O5P2 | ωB97M-V with the def2-TZVPD basis set

E_HOMO (alpha / beta)   -7.75 / -7.76 eV
Lowest unoccupied orbital energy (alpha / beta)   0.013 / -0.018 Eh
Frontier orbital gap (alpha / beta)   0.29805 / 0.26663 hartree
Spin multiplicity   2

Last column: Mulliken spin population.
Geometry (Å):
1 C 1.59 4.04 1.36  0.0005
2 P 2.32 3.20 -0.21  0.0023
3 O 3.94 2.74 0.22  -0.0003
4 C 1.27 1.63 -0.69  -0.0183
5 P -0.56 2.21 -0.70  0.0004
6 N -0.52 3.87 -1.39  0.0000
7 O -1.21 2.37 0.91  0.0000
8 C 1.84 1.15 -2.15  0.0220
9 C 1.44 -0.38 -2.56  0.0332
10 C 2.41 -0.77 -3.87  0.0030
11 C -0.11 -0.43 -3.18  -0.0019
12 N 1.71 -1.44 -1.52  0.2592
13 O 3.08 -1.52 -1.46  0.6595
14 C 1.24 -1.08 -0.14  0.0170
15 C -0.35 -1.33 0.15  0.0177
16 C 2.05 -2.11 0.89  -0.0020
17 C 1.61 0.43 0.37  0.0240
18 H 2.20 5.04 1.55  0.0000
19 H 1.73 3.38 2.35  0.0000
20 H 0.48 4.36 1.16  0.0000
21 H 3.87 2.31 1.14  0.0002
22 H 0.07 3.81 -2.27  0.0001
23 H -1.46 4.18 -1.72  0.0000
24 H -0.52 2.24 1.63  0.0001
25 H 1.38 1.87 -2.97  -0.0029
26 H 3.02 1.35 -2.20  0.0006
27 H 1.86 -0.31 -4.82  -0.0002
28 H 2.53 -1.93 -3.98  -0.0020
29 H 3.45 -0.20 -3.77  0.0007
30 H -0.32 -1.54 -3.50  -0.0040
31 H -0.20 0.22 -4.17  -0.0001
32 H -0.93 -0.09 -2.41  0.0004
33 H -0.45 -2.30 0.85  0.0017
34 H -1.01 -1.56 -0.79  -0.0068
35 H -0.78 -0.44 0.82  -0.0005
36 H 1.47 -2.32 1.89  0.0001
37 H 3.15 -1.70 1.14  -0.0001
38 H 2.22 -3.17 0.37  -0.0015
39 H 2.76 0.42 0.65  -0.0004
40 H 1.04 0.66 1.38  -0.0017
41 O -1.86 -3.67 1.91  -0.0001
42 C -2.83 -3.08 2.35  0.0000
43 O -3.35 -3.28 3.60  0.0000
44 C -4.55 -2.51 3.73  0.0000
45 C -4.44 -1.41 2.70  0.0000
46 C -3.66 -2.08 1.60  0.0000
47 H -5.41 -3.16 3.55  0.0000
48 H -4.61 -2.10 4.75  0.0000
49 H -5.40 -1.02 2.38  0.0000
50 H -3.85 -0.58 3.11  0.0000
51 H -4.31 -2.61 0.90  0.0000
52 H -3.02 -1.37 1.07  0.0000

Asked for max |F| across the records above, the calculation gives 0.161 0.094 0.067 0.049 0.077 0.083 Eh/bohr in order.